# 1
DFT (ωB97M-V/def2-TZVPD) results for a single C19H17ClN6O2 molecule.

```
45
C19H17ClN6O2 (ωB97M-V/def2-TZVPD)
N 4.001 -5.801 -5.134
O -1.538 3.513 1.272
O -6.779 0.079 -0.306
Cl 1.041 -3.518 -4.638
C 3.593 -5.262 -4.179
N -2.833 0.332 0.198
N 2.156 -0.254 -0.355
C -1.462 2.253 1.028
C -6.342 1.216 0.020
C -2.717 1.617 0.563
C 2.748 -1.405 -0.093
C -4.052 2.231 0.597
C 3.676 -1.174 0.971
C -4.867 1.233 0.147
C 3.573 0.113 1.202
C 3.821 -4.514 -1.968
C 3.684 -3.576 -0.972
C 1.719 -2.688 -2.096
C 1.959 -3.580 -3.152
C 3.105 -4.447 -3.093
C 2.651 -2.585 -0.966
N -4.107 0.099 -0.136
N 2.625 0.718 0.484
N -0.185 1.750 0.977
C -7.127 2.429 0.467
C 1.209 2.170 3.013
C 2.301 2.221 0.587
C 1.027 2.498 1.477
H -4.387 3.146 1.069
H 4.369 -1.870 1.438
H 4.292 0.674 1.900
H 4.490 -5.402 -1.870
H 4.431 -3.609 -0.189
H 0.957 -1.975 -2.142
H -4.502 -0.804 -0.559
H -0.031 0.817 0.649
H -7.955 2.592 -0.173
H -6.572 3.452 0.343
H -7.567 2.259 1.489
H 1.998 1.443 3.266
H 1.350 3.094 3.617
H 0.320 1.658 3.325
H 3.170 2.767 0.946
H 1.889 2.556 -0.404
H 0.871 3.538 1.382
```

* electronic energy: -45534.0664 eV
* HOMO energy: -8.9576 eV
* multiplicity: 1
* lowest unoccupied orbital energy: -0.278 eV
* SMILES: CC(=O)c1cc(C(=O)N[C@@H](C)Cn2ccc(-c3ccc(C#N)c(Cl)c3)n2)n[nH]1
* HOMO-LUMO gap: 8.680 eV

Mulliken atomic charge list, values in e, 5 entries: -0.48, -0.73, -0.61, -0.21, -0.21

# 2
DFT (ωB97M-V/def2-TZVPD) results for 2 unconnected molecules or ions with the total composition C19H17F3IOS.

```
42
C19H17F3IOS (ωB97M-V/def2-TZVPD)
C -0.541 0.688 0.381
C 0.112 0.468 1.743
C 1.581 0.906 1.614
C -0.672 1.060 2.933
C -0.435 0.408 4.138
I 0.578 -1.476 3.930
C -1.047 0.831 5.323
C -2.028 1.829 5.264
C -2.411 2.357 4.030
C -1.719 1.993 2.863
O 0.024 -0.919 1.983
S 0.518 -2.568 -0.919
C -1.074 -3.317 -0.453
F -1.319 -4.470 -1.136
F -1.045 -3.598 0.883
F -2.122 -2.455 -0.663
H -0.591 1.767 0.151
H 0.025 0.160 -0.410
H -1.549 0.272 0.396
H 1.641 1.988 1.480
H 2.195 0.637 2.477
H 2.045 0.409 0.742
H -0.750 0.376 6.265
H -2.535 2.146 6.175
H -3.217 3.087 3.970
H -2.016 2.407 1.891
C 0.458 -2.197 -2.683
C 1.856 -2.660 -3.059
C 2.591 -1.608 -3.529
C 1.754 -0.418 -3.626
C 0.484 -0.734 -3.094
C -0.502 0.227 -2.957
C -0.291 1.503 -3.501
C 0.961 1.829 -4.051
C 2.008 0.898 -4.062
H -0.408 -2.737 -3.077
H 2.215 -3.648 -2.769
H 3.643 -1.631 -3.832
H -1.442 -0.046 -2.467
H -1.107 2.229 -3.507
H 1.122 2.831 -4.449
H 3.010 1.175 -4.387
```

* electronic energy: -49112.8218 eV
* HOMO energy: -1.6905 eV
* multiplicity: 1
* net charge: -1
* lowest unoccupied orbital energy: 2.511 eV
* HOMO-LUMO gap: 4.202 eV

Mulliken atomic charge list, values in e, 5 entries: -1.43, 2.30, -1.66, 0.29, -0.68

# 3
DFT (ωB97M-V/def2-TZVPD) results for a molecular structure, C19H17FN3O2RuS4.

```
47
C19H17FN3O2RuS4 (ωB97M-V/def2-TZVPD)
Ru 0.296 0.984 0.990
C -2.082 1.104 4.588
C -3.334 0.731 4.112
C -3.511 0.422 2.771
C -2.427 0.478 1.894
C -1.161 0.860 2.367
C -1.003 1.178 3.711
C -2.472 0.155 0.475
C -3.633 -0.089 -0.232
C -3.598 -0.406 -1.577
C -2.328 -0.572 -2.215
C -2.210 -0.988 -3.544
C -0.971 -1.200 -4.132
C 0.172 -1.012 -3.368
C 0.082 -0.595 -2.048
C -1.151 -0.332 -1.449
N -1.222 0.130 -0.145
H -1.947 1.333 5.640
H -4.177 0.670 4.792
H -4.491 0.119 2.418
H -0.026 1.487 4.065
H -4.582 -0.022 0.287
H -4.507 -0.589 -2.138
H -3.120 -1.158 -4.111
H -0.901 -1.525 -5.164
H 1.150 -1.207 -3.794
H 0.974 -0.492 -1.452
S 0.612 -2.489 3.060
S 1.494 -4.265 2.907
S 1.233 -4.981 0.926
S 0.143 -3.730 -0.077
C 4.443 0.054 -0.539
C 3.019 0.476 -0.319
N 2.254 -0.126 0.523
O 2.866 -1.114 1.266
C 2.492 1.601 -1.071
C 3.280 2.288 -2.142
N 1.271 1.986 -0.770
O 0.711 2.953 -1.368
H 4.606 -0.946 -0.147
H 5.118 0.745 -0.028
H 4.681 0.080 -1.602
H 2.127 -1.539 1.768
H 4.233 2.675 -1.767
H 2.678 3.118 -2.505
H 3.497 1.623 -2.985
F 1.420 2.128 2.125
```

* electronic energy: -77182.8921 eV
* HOMO energy (spin up / spin down): 0.3163 / -1.5324 eV
* multiplicity: 6
* net charge: -2
* lowest unoccupied orbital energy (spin up / spin down): 4.830 / 4.414 eV
* HOMO-LUMO gap (spin up / spin down): 4.514 / 5.946 eV

Mulliken atomic charge list, values in e, 5 entries: -0.40, -0.61, -0.50, -0.66, 0.12

# 4
DFT (ωB97M-V/def2-TZVPD) results for a molecular structure, C19H17IN4O6Sn.

```
48
C19H17IN4O6Sn (ωB97M-V/def2-TZVPD)
C -2.650 2.677 -1.281
C -1.527 3.221 -2.155
H -3.479 2.603 -1.992
H -2.775 3.498 -0.527
H -2.180 1.721 -0.971
H -0.939 2.283 -2.234
H -1.895 3.423 -3.212
H -0.864 3.850 -1.496
C -0.990 -3.195 0.631
C -1.554 -4.452 0.825
C -0.884 -5.601 0.374
C 0.353 -5.440 -0.267
H -1.453 -2.209 0.826
H -2.505 -4.557 1.333
H -1.302 -6.615 0.484
H 0.835 -6.282 -0.762
N 0.254 -3.083 0.130
C 0.941 -4.158 -0.360
C 2.084 -3.720 -1.134
N 2.138 -2.339 -1.169
C 2.916 -1.713 -2.098
C 4.089 -3.752 -2.460
C 4.033 -2.358 -2.644
H 2.702 -0.639 -2.205
H 4.834 -1.818 -3.172
C 3.070 -4.475 -1.808
H 3.061 -5.579 -1.755
H 4.904 -4.311 -2.913
Sn 0.341 -1.205 -0.768
I -1.053 -1.726 -3.123
O -0.268 -0.641 1.755
C 0.299 0.452 1.411
O 1.233 0.438 0.453
C 0.022 1.865 1.956
C 0.488 2.915 1.148
C -0.053 4.204 1.299
C -0.992 4.432 2.322
C -1.400 3.403 3.182
C -0.937 2.098 2.968
N -2.487 3.602 4.076
O -2.974 4.749 4.119
O -2.900 2.620 4.730
N 0.266 5.222 0.307
O 0.944 4.851 -0.694
O -0.239 6.359 0.487
H 1.232 2.677 0.382
H -1.374 5.431 2.472
H -1.361 1.276 3.532
```

* electronic energy: -52132.4619 eV
* HOMO energy: -15.6028 eV
* multiplicity: 1
* net charge: +2
* lowest unoccupied orbital energy: -10.211 eV
* HOMO-LUMO gap: 5.391 eV

Mulliken atomic charge list, values in e, 5 entries: -0.42, -0.37, 0.36, 0.19, -0.12

# 5
DFT (ωB97M-V/def2-TZVPD) results for a single C19H17N3O2S3 molecule.

```
44
C19H17N3O2S3 (ωB97M-V/def2-TZVPD)
C -1.189 -3.649 1.717
C -1.728 -3.017 0.693
C -1.097 -2.967 -0.668
N -0.691 -1.604 -0.990
C -1.584 -0.717 -1.489
N -1.310 0.519 -1.757
C -0.065 0.930 -1.473
C 0.953 0.137 -0.953
C 2.159 0.894 -0.759
C 1.987 2.198 -1.136
S 0.413 2.567 -1.726
H 2.724 2.974 -1.096
C 3.434 0.453 -0.246
C 3.937 -0.755 0.162
C 5.274 -0.520 0.550
C 5.508 0.811 0.357
O 4.401 1.408 -0.126
C 6.717 1.645 0.586
H 7.529 1.021 0.947
H 7.023 2.132 -0.339
H 6.510 2.422 1.321
H 5.969 -1.244 0.923
H 3.412 -1.686 0.183
C 0.646 -1.248 -0.684
O 1.385 -2.102 -0.241
S -3.220 -1.256 -1.794
C -4.049 0.363 -1.997
C -3.885 1.182 -0.770
C -3.243 2.380 -0.696
S -3.228 2.958 0.922
C -4.100 1.503 1.396
N -4.354 0.715 0.419
C -4.477 1.259 2.806
H -5.080 2.082 3.187
H -5.043 0.334 2.870
H -3.586 1.179 3.428
H -2.779 2.938 -1.482
H -3.622 0.861 -2.865
H -5.093 0.101 -2.166
H -0.191 -3.578 -0.687
H -1.798 -3.308 -1.435
H -2.657 -2.472 0.794
H -1.656 -3.661 2.687
H -0.257 -4.181 1.625
```

* electronic energy: -61049.9577 eV
* HOMO energy: -7.3749 eV
* multiplicity: 1
* lowest unoccupied orbital energy: 0.533 eV
* SMILES: C=CCn1c(SCc2csc(C)n2)nc2scc(-c3ccc(C)o3)c2c1=O
* HOMO-LUMO gap: 7.908 eV

Mulliken atomic charge list, values in e, 5 entries: -0.82, 0.28, -1.48, 0.09, 0.31

# 6
DFT (ωB97M-V/def2-TZVPD) results for a single C19H18BF2NO4 molecule.

```
45
C19H18BF2NO4 (ωB97M-V/def2-TZVPD)
O -1.864 3.249 0.951
F 3.249 3.264 4.195
F 1.646 2.342 5.544
O -2.255 5.091 2.165
O 1.127 4.259 4.418
O 1.424 2.173 3.251
C -1.594 3.931 1.924
C 0.290 2.405 2.548
C -0.717 5.704 3.902
C 0.016 4.509 3.691
C -0.455 3.585 2.744
C -1.819 5.966 3.140
C -0.083 1.434 1.618
C 0.776 0.499 1.160
C 0.378 -0.366 0.150
C 1.151 -1.412 -0.280
C -0.420 -2.565 -1.816
C 1.864 -3.264 -1.684
C -0.649 -3.560 -2.729
C 1.636 -4.287 -2.575
C 0.860 -2.391 -1.289
C 0.340 -4.490 -3.089
N 0.093 -5.457 -4.092
B 1.873 3.018 4.322
C -2.553 7.260 3.227
C -1.216 -5.535 -4.713
C 1.187 -6.045 -4.862
H -0.389 6.430 4.603
H -0.986 1.600 1.022
H 1.723 0.354 1.669
H -0.636 -0.282 -0.204
H 2.107 -1.518 0.217
H -1.253 -1.933 -1.531
H 2.844 -3.082 -1.306
H -1.564 -3.457 -3.300
H 2.457 -4.964 -2.833
H -3.367 7.176 3.925
H -1.886 8.078 3.603
H -2.953 7.565 2.252
H -1.568 -6.556 -4.862
H -1.993 -5.046 -4.110
H -1.203 -5.065 -5.698
H 0.790 -6.862 -5.486
H 1.600 -5.301 -5.557
H 1.993 -6.455 -4.226
```

* electronic energy: -35790.0793 eV
* HOMO energy: -7.6756 eV
* multiplicity: 1
* lowest unoccupied orbital energy: -1.552 eV
* HOMO-LUMO gap: 6.123 eV

Mulliken atomic charge list, values in e, 5 entries: -0.69, -0.34, -0.35, -0.29, -0.60

# 7
DFT (ωB97M-V/def2-TZVPD) results for a molecular structure, C19H18CeNO.

```
40
C19H18CeNO (ωB97M-V/def2-TZVPD)
C 0.431 -1.637 4.055
C -0.939 -1.935 3.528
C -0.818 -2.259 2.184
H -1.835 -1.744 4.131
C 0.598 -2.256 1.821
C 1.354 -1.863 2.965
H 2.440 -1.762 3.028
H 0.708 -1.404 5.116
H -1.642 -2.445 1.505
H 0.978 -2.421 0.817
C -0.989 2.174 2.716
C -0.685 1.760 4.008
C 0.808 1.510 4.073
H -1.377 1.472 4.813
C 1.331 1.898 2.793
C 0.235 2.330 1.966
H 0.290 2.608 0.913
H -1.994 2.357 2.349
H 1.413 1.191 4.937
H 2.389 1.885 2.522
Ce -0.044 0.001 2.103
O -0.301 -0.136 -1.524
C -1.435 -0.915 -2.019
C -0.113 -0.917 -2.768
H -1.686 -1.788 -1.415
H -2.251 -0.334 -2.454
H 0.509 -1.808 -2.627
H 0.805 -1.918 -5.060
C 0.545 -0.867 -5.158
C 0.054 -0.193 -4.019
C -0.273 1.172 -4.131
H -0.621 1.705 -3.251
C -0.117 1.830 -5.347
H -0.365 2.885 -5.419
C 0.358 1.148 -6.467
H 0.478 1.666 -7.414
C 0.688 -0.205 -6.361
H 1.066 -0.743 -7.225
N 0.027 -0.045 5.818
C -0.019 0.003 4.500
```

* electronic energy: -36448.9674 eV
* HOMO energy (spin up / spin down): -5.9814 / -5.8714 eV
* multiplicity: 2
* lowest unoccupied orbital energy (spin up / spin down): -0.121 / -0.125 eV
* HOMO-LUMO gap (spin up / spin down): 5.860 / 5.747 eV

Mulliken atomic charge list, values in e, 5 entries: -0.06, -0.76, -0.35, 0.39, -0.58

# 8
DFT (ωB97M-V/def2-TZVPD) results for a molecular structure, C19H18ClIIrN2O2.

```
44
C19H18ClIIrN2O2 (ωB97M-V/def2-TZVPD)
C 1.451 0.548 1.948
C 1.513 -0.870 1.826
H 2.460 0.890 1.802
H 1.144 0.745 2.978
H 0.806 1.350 1.527
H 1.268 -1.763 1.188
H 2.561 -1.127 2.009
H 0.838 -1.136 2.634
C 0.537 2.455 -1.648
C 0.601 3.289 -2.753
C 0.555 2.789 -4.059
C 0.413 1.411 -4.222
H 0.599 2.829 -0.635
H 0.727 4.356 -2.605
H 0.642 3.412 -4.945
H 0.367 0.888 -5.181
N 0.453 1.109 -1.837
C 0.322 0.587 -3.095
C 0.173 -0.861 -3.084
N 0.205 -1.386 -1.818
C -0.011 -2.703 -1.594
C -0.091 -3.079 -3.994
C -0.139 -3.555 -2.677
H -0.033 -3.049 -0.564
H -0.241 -4.615 -2.501
C 0.078 -1.714 -4.190
H 0.156 -1.214 -5.159
H -0.163 -3.728 -4.864
Ir 0.766 -0.197 -0.399
I 3.252 -0.336 -1.030
Cl -0.384 0.706 6.732
C -0.975 0.533 5.134
C -1.221 -0.755 4.628
C -1.643 -0.890 3.306
C -1.736 0.242 2.501
C -1.592 1.531 3.024
C -1.181 1.675 4.351
C -2.154 0.071 1.046
O -3.357 0.038 0.866
O -1.246 -0.030 0.089
H -1.066 -1.632 5.260
H -1.866 -1.871 2.855
H -1.785 2.390 2.376
H -1.003 2.666 4.773
```

* electronic energy: -50510.4760 eV
* HOMO energy (spin up / spin down): -13.1439 / -15.2406 eV
* multiplicity: 6
* net charge: +2
* lowest unoccupied orbital energy (spin up / spin down): -6.687 / -10.312 eV
* HOMO-LUMO gap (spin up / spin down): 6.457 / 4.928 eV

Mulliken atomic charge list, values in e, 5 entries: -1.01, -0.86, 0.49, 0.23, 0.23

# 9
DFT (ωB97M-V/def2-TZVPD) results for a gas-phase ion, C19H18F3N2S (charge +1).

```
43
C19H18F3N2S (ωB97M-V/def2-TZVPD)
C -2.860 0.459 2.536
C -2.219 -0.938 2.427
N -0.825 -0.630 2.256
C 0.350 -1.513 2.320
C 1.544 -0.595 2.276
S 1.036 1.146 2.504
C -0.615 0.700 2.460
N -1.727 1.441 2.543
H -3.457 0.678 1.655
H -3.483 0.523 3.422
H -2.383 -1.548 3.331
H -2.669 -1.526 1.601
H 0.290 -2.084 3.241
H 0.337 -2.231 1.494
H 2.278 -0.834 3.048
H 2.078 -0.660 1.323
F -6.938 5.416 -0.884
C -5.625 5.343 -1.293
F -5.639 4.710 -2.503
F -5.237 6.621 -1.506
C -4.714 4.682 -0.264
C -3.946 3.561 -0.569
C -3.025 3.093 0.344
C -2.814 3.707 1.583
C -1.682 3.026 2.467
C -1.782 3.488 3.929
C -0.661 3.395 4.782
C -0.700 3.959 6.038
C -1.868 4.547 6.529
C -3.056 4.401 5.804
C -3.030 3.769 4.554
C -3.677 4.788 1.926
C -4.634 5.257 1.002
H -4.077 3.029 -1.504
H -2.460 2.177 0.141
H -0.717 3.478 2.051
H 0.205 2.852 4.422
H 0.175 3.897 6.658
H -1.888 4.990 7.525
H -4.017 4.719 6.237
H -3.962 3.475 4.062
H -3.693 5.262 2.926
H -5.342 6.059 1.252
```

* electronic energy: -41956.5705 eV
* HOMO energy: -12.0469 eV
* multiplicity: 1
* net charge: +1
* lowest unoccupied orbital energy: -2.752 eV
* HOMO-LUMO gap: 9.295 eV

Mulliken atomic charge list, values in e, 5 entries: -0.57, -0.55, 0.03, -0.67, -0.47

# 10
DFT (ωB97M-V/def2-TZVPD) results for a single C19H18N2O6 molecule.

```
45
C19H18N2O6 (ωB97M-V/def2-TZVPD)
C 5.338 0.280 -3.207
C 4.473 -0.144 -2.061
C 4.965 -0.997 -1.079
C 4.162 -1.402 -0.034
C 2.837 -0.975 0.061
C 2.343 -0.114 -0.917
C 3.157 0.290 -1.960
H 2.758 0.957 -2.711
H 1.332 0.264 -0.890
C 2.063 -1.467 1.237
O 2.606 -2.012 2.178
N 0.714 -1.253 1.152
C -0.277 -1.541 2.068
C -0.057 -2.371 3.169
C -1.083 -2.675 4.037
C -2.357 -2.166 3.827
C -2.585 -1.320 2.762
C -1.560 -0.975 1.880
C -1.801 -0.023 0.778
O -1.139 0.012 -0.260
N -2.787 0.882 0.956
H -3.289 0.942 1.826
C -3.047 1.850 -0.083
C -1.729 2.303 -0.724
O -1.556 2.420 -1.904
O -0.846 2.698 0.199
H -0.029 2.998 -0.230
C -3.957 1.299 -1.186
C -4.272 2.408 -2.166
O -4.448 3.557 -1.860
O -4.377 1.958 -3.412
H -4.541 2.689 -4.028
H -4.892 0.937 -0.753
H -3.463 0.485 -1.715
H -3.505 2.741 0.360
H -3.586 -0.950 2.593
H -3.166 -2.428 4.492
H -0.894 -3.327 4.877
H 0.930 -2.775 3.320
H 0.357 -0.782 0.322
H 4.541 -2.060 0.733
H 5.987 -1.343 -1.137
H 5.350 -0.500 -3.969
H 4.963 1.193 -3.663
H 6.363 0.441 -2.879
```

* electronic energy: -35263.0532 eV
* HOMO energy: -8.6256 eV
* multiplicity: 1
* lowest unoccupied orbital energy: 0.228 eV
* SMILES: Cc1ccc(C(=O)Nc2ccccc2C(=O)N[C@H](CC(=O)O)C(=O)O)cc1
* HOMO-LUMO gap: 8.853 eV

Mulliken atomic charge list, values in e, 5 entries: -1.41, 1.01, -0.65, -0.61, 0.49

# 11
DFT (ωB97M-V/def2-TZVPD) results for a single C19H18N4O3S molecule.

```
45
C19H18N4O3S (ωB97M-V/def2-TZVPD)
C 4.085 -1.410 -1.062
C 2.853 -1.868 -0.949
C 1.700 -1.159 -0.299
N 2.055 0.127 0.236
C 2.309 0.453 1.538
N 2.692 1.694 1.641
N 2.694 2.214 0.412
C 2.317 1.286 -0.430
C 2.014 1.526 -1.869
N 0.681 2.089 -1.974
C -0.420 1.302 -2.028
O -0.377 0.095 -2.215
C -1.686 2.027 -1.881
C -2.976 1.560 -1.937
C -3.807 2.671 -1.688
C -2.968 3.729 -1.499
O -1.690 3.354 -1.615
H -3.158 4.762 -1.282
H -4.877 2.683 -1.652
H -3.273 0.551 -2.138
H 0.568 3.036 -1.644
H 2.034 0.592 -2.433
H 2.731 2.237 -2.282
S 1.947 -0.612 2.876
C 0.386 0.235 3.350
H -0.009 -0.295 4.212
C -0.532 0.199 2.146
O -0.722 1.206 1.496
C -1.107 -1.106 1.749
C -1.862 -1.139 0.574
C -2.409 -2.324 0.123
C -2.213 -3.492 0.841
C -1.470 -3.469 2.012
C -0.918 -2.287 2.468
H -0.333 -2.298 3.374
H -1.317 -4.380 2.572
H -2.636 -4.422 0.491
H -2.981 -2.338 -0.792
H -1.996 -0.222 0.023
H 0.635 1.265 3.605
H 1.319 -1.773 0.525
H 0.890 -1.028 -1.029
H 2.583 -2.838 -1.343
H 4.856 -1.985 -1.544
H 4.386 -0.449 -0.678
```

* electronic energy: -42932.4657 eV
* HOMO energy: -8.9595 eV
* multiplicity: 1
* lowest unoccupied orbital energy: -0.017 eV
* SMILES: C=CCn1c(CNC(=O)c2ccco2)nnc1SCC(=O)c1ccccc1
* HOMO-LUMO gap: 8.942 eV

Mulliken atomic charge list, values in e, 5 entries: -0.93, -0.40, -0.24, 0.88, 0.40